DFT (ωB97M-V/def2-TZVPD) results for an isolated molecule of C3H3NO2 in a non-equilibrium geometry.

```
! wB97M-V def2-TZVPD RIJCOSX def2/J DEFGRID3
* xyz 0 1
O -2.18930 1.14753 0.05878
N -1.65245 0.05750 -0.00437
O -2.23097 -1.00690 -0.13192
C -0.27829 0.00961 0.06119
C 0.93324 -0.91472 0.16475
C 1.12615 0.55574 -0.08610
H 1.29542 -1.89377 0.33070
H 1.54637 1.18899 0.68982
H 1.44982 0.85601 -1.08285
*
```

For the total energy, the calculation gives -321.08954 a.u. The largest force on an atom is 0.202 hartree/bohr. Its HOMO energy (alpha / beta) is -9.79 / -9.79 eV. Its structure (SMILES) is O=[N+]([O-])C1=CC1. As for the LUMO energy (alpha / beta): -0.0509 / -0.0509 Ha. Its orbital gap (alpha / beta) is 8.40 / 8.41 eV.

---

DFT (ωB97M-V/def2-TZVPD) results for an isolated molecule of C3H3NO2 in a non-equilibrium geometry.

```
! wB97M-V def2-TZVPD RIJCOSX def2/J DEFGRID3
* xyz 0 1
O -1.92967 0.18776 -0.10603
C -0.79233 0.00790 0.13166
C 0.26766 1.04894 0.01594
C 1.40857 0.50179 0.01899
N 1.29106 -0.80940 -0.09561
O -0.20102 -1.19536 0.06949
H -0.02697 1.74623 -0.77121
H 0.17663 1.79356 0.88952
H 2.55495 0.83506 -0.15617
*
```

For the total energy, the calculation gives -321.22639 a.u. The largest force on an atom is 0.273 hartree/bohr. Its HOMO energy is -10.59 eV. Its structure (SMILES) is O=C1CC=NO1. As for the LUMO energy: 0.0178 Ha. Its orbital gap is 11.07 eV.

---

Copy entry 1 word for word.
DFT (ωB97M-V/def2-TZVPD) results for an isolated molecule of C3H3NO2 in a non-equilibrium geometry.

```
! wB97M-V def2-TZVPD RIJCOSX def2/J DEFGRID3
* xyz 0 1
O -2.18930 1.14753 0.05878
N -1.65245 0.05750 -0.00437
O -2.23097 -1.00690 -0.13192
C -0.27829 0.00961 0.06119
C 0.93324 -0.91472 0.16475
C 1.12615 0.55574 -0.08610
H 1.29542 -1.89377 0.33070
H 1.54637 1.18899 0.68982
H 1.44982 0.85601 -1.08285
*
```

For the total energy, the calculation gives -321.08954 a.u. The largest force on an atom is 0.202 hartree/bohr. Its HOMO energy (alpha / beta) is -9.79 / -9.79 eV. Its structure (SMILES) is O=[N+]([O-])C1=CC1. As for the LUMO energy (alpha / beta): -0.0509 / -0.0509 Ha. Its orbital gap (alpha / beta) is 8.40 / 8.41 eV.

---

- Look up the total energy of the first one.
  -321.08954 a.u.

---

- What is the formula in the second record?
  C3H3NO2